P | {"formula": "C5H14N2", "method": "the ωB97M-V functional and the def2-TZVPD basis", "lumo_energy_ev": 1.0, "spin_multiplicity": 1, "homo_ev": -8.22, "homo_lumo_gap_ev": 9.2, "symbols": ["C", "N", "C", "C", "C", "C", "N", "H", "H", "H", "H", "H", "H", "H", "H", "H", "H", "H", "H", "H", "H"], "coordinates": [[0.433, -0.433, 0.535], [0.486, -0.335, -0.921], [0.945, 0.926, -1.501], [1.108, -1.491, -1.563], [-0.531, 0.714, 1.039], [-1.915, 0.127, 0.448], [-0.583, 0.572, 2.518], [1.335, -0.298, 1.132], [0.050, -1.442, 0.675], [1.830, 1.313, -0.982], [1.017, 0.763, -2.581], [0.183, 1.712, -1.320], [1.226, -2.298, -0.787], [2.137, -1.390, -1.911], [0.443, -1.933, -2.309], [-0.380, 1.729, 0.723], [-1.926, 0.121, -0.630], [-1.966, -0.931, 0.687], [-2.757, 0.674, 0.929], [0.284, 0.868, 2.963], [-1.419, 1.030, 2.857]]}

***

Q | {"formula": "C5H14N2", "method": "the ωB97M-V functional and the def2-TZVPD basis", "lumo_energy_ev": 1.2, "spin_multiplicity": 1, "homo_ev": -8.45, "homo_lumo_gap_ev": 9.6, "symbols": ["C", "C", "C", "C", "N", "C", "N", "H", "H", "H", "H", "H", "H", "H", "H", "H", "H", "H", "H", "H", "H"], "coordinates": [[1.394, -1.903, 0.039], [1.653, -0.390, -0.184], [1.271, 0.397, 1.046], [-0.218, 0.605, 1.319], [-0.887, 1.163, 0.188], [-1.586, 0.292, -0.736], [-2.109, 1.071, -1.826], [2.185, -2.350, 0.660], [0.471, -2.059, 0.588], [1.606, -2.485, -0.860], [2.739, -0.304, -0.287], [1.175, -0.153, -1.131], [1.619, 1.414, 0.915], [1.642, -0.020, 1.984], [-0.702, -0.328, 1.634], [-0.320, 1.378, 2.077], [-1.549, 1.891, 0.406], [-2.478, -0.198, -0.309], [-0.901, -0.476, -1.083], [-2.924, 1.628, -1.646], [-2.080, 0.827, -2.794]]}

***

R | {"formula": "C5H14N2", "method": "the ωB97M-V functional and the def2-TZVPD basis", "lumo_energy_ev": 1.1, "spin_multiplicity": 1, "homo_ev": -8.60, "homo_lumo_gap_ev": 9.7, "symbols": ["C", "N", "C", "C", "C", "C", "N", "H", "H", "H", "H", "H", "H", "H", "H", "H", "H", "H", "H", "H", "H"], "coordinates": [[-0.025, -0.589, 0.298], [1.304, -0.138, -0.074], [2.323, -0.985, 0.556], [1.532, 1.230, 0.296], [-1.144, -0.006, -0.560], [-1.654, 1.370, -0.074], [-2.199, -1.014, -0.692], [-0.068, -1.666, 0.183], [-0.239, -0.357, 1.361], [2.102, -2.032, 0.339], [2.298, -0.862, 1.652], [3.286, -0.713, 0.141], [0.873, 1.918, -0.239], [1.375, 1.437, 1.379], [2.553, 1.530, 0.066], [-0.731, 0.161, -1.556], [-1.373, 2.179, -0.742], [-1.253, 1.644, 0.911], [-2.737, 1.362, 0.077], [-2.644, -1.140, 0.218], [-2.931, -0.624, -1.280]]}

***

S | {"formula": "C5H14N2", "method": "the ωB97M-V functional and the def2-TZVPD basis", "lumo_energy_ev": 0.8, "spin_multiplicity": 1, "homo_ev": -8.10, "homo_lumo_gap_ev": 8.9, "symbols": ["C", "N", "C", "C", "C", "N", "C", "H", "H", "H", "H", "H", "H", "H", "H", "H", "H", "H", "H", "H", "H"], "coordinates": [[-0.499, 0.357, -3.494], [0.911, 0.886, -0.941], [0.925, 0.126, 0.161], [0.368, 0.684, 1.437], [-0.732, -0.191, 2.103], [-1.873, -0.342, 1.244], [1.318, -1.354, 0.064], [-0.455, 0.977, -2.591], [0.352, 0.646, -4.108], [-1.413, 0.513, -4.025], [-0.424, -0.710, -3.200], [-0.042, 0.219, -0.701], [1.172, 0.773, 2.197], [0.044, 1.628, 1.124], [-0.340, -1.172, 2.447], [-1.123, 0.268, 3.027], [-2.503, 0.345, 1.518], [-1.512, -0.046, 0.294], [1.727, -1.532, -0.920], [0.772, -2.215, 0.471], [2.196, -1.232, 0.724]]}

***

Need the numbers? Relative energies in hartree: P 0.0287; Q 0.0131; R 0.0000; S 0.1442.